1.
Molecular formula: C28H40F11N4O2S
Method: DFT, ωB97M-V/def2-TZVPD

XYZ file:
```
86
Properties=species:S:1:pos:R:3:mulliken_charge:R:1
C 7.570 -1.203 1.592 -1.06
C 7.518 0.269 1.259 -0.28
O 6.157 0.717 1.434 -0.21
C 5.938 2.026 1.224 0.36
O 6.741 2.765 0.740 -0.57
C 4.533 2.417 1.613 -0.82
C 3.574 2.222 0.423 -0.68
C 2.924 0.838 0.453 -1.23
C 2.029 0.509 -0.751 -0.18
C 1.583 1.684 -1.609 -1.50
N 0.419 1.112 -2.415 0.18
C 0.155 -0.281 -1.898 -1.89
C 0.707 -0.279 -0.475 2.71
C -0.128 0.509 0.571 -1.80
C -1.624 0.607 0.275 -1.14
C -2.357 1.483 1.286 1.29
F -1.620 1.643 2.408 -0.36
F -2.559 2.706 0.740 -0.33
C -3.716 0.834 1.684 0.42
F -3.439 -0.295 2.367 -0.32
F -4.334 0.481 0.533 -0.31
S -4.970 1.874 2.674 1.46
F -4.691 1.059 3.991 -0.29
F -6.099 0.842 2.277 -0.30
F -5.251 2.720 1.360 -0.31
F -3.856 2.913 3.104 -0.30
F -6.037 2.724 3.430 -0.28
C 1.128 -1.661 0.015 -1.61
C 0.049 -2.717 0.335 1.48
N 0.768 -3.974 0.404 -0.78
N -0.514 -2.474 1.666 -0.47
N -0.979 -2.739 -0.725 -0.54
H 6.768 -1.744 1.088 0.21
H 8.514 -1.611 1.231 0.39
H 7.513 -1.381 2.664 0.30
H 7.843 0.463 0.237 0.33
H 8.155 0.851 1.925 0.30
H 4.206 1.795 2.447 0.43
H 4.548 3.454 1.942 0.41
H 2.810 3.001 0.471 0.39
H 4.140 2.351 -0.504 0.36
H 3.720 0.093 0.495 0.46
H 2.367 0.733 1.388 0.63
H 2.601 -0.147 -1.419 0.78
H 1.167 2.505 -1.027 0.40
H 2.330 2.096 -2.281 0.58
H 0.613 1.095 -3.415 0.44
H -0.406 1.702 -2.317 0.43
H 0.721 -0.991 -2.496 0.53
H -0.896 -0.537 -1.987 0.33
H -0.023 -0.023 1.516 0.30
H 0.287 1.508 0.719 0.99
H -2.062 -0.389 0.284 0.05
H -1.834 1.055 -0.697 0.26
H 1.797 -2.082 -0.739 -0.56
H 1.709 -1.536 0.929 0.54
H 0.126 -4.749 0.538 0.35
H 1.292 -4.146 -0.446 0.25
H -0.465 -3.308 2.237 0.30
H -1.473 -2.155 1.641 0.11
H -1.151 -3.684 -1.040 0.26
H -1.860 -2.336 -0.436 0.18
F -12.553 3.492 -0.235 -0.31
C -11.264 3.264 0.081 0.28
C -10.619 2.190 -0.498 -0.48
C -9.291 1.964 -0.168 -0.40
C -8.635 2.799 0.726 -0.12
C -9.311 3.870 1.294 -0.39
C -10.639 4.113 0.973 -0.50
H -11.154 1.552 -1.188 0.42
H -8.768 1.127 -0.613 0.37
H -7.600 2.616 0.980 0.32
H -8.805 4.522 1.994 0.38
H -11.187 4.942 1.399 0.42
F 2.601 -2.384 -2.868 -0.06
C 3.699 -3.190 -3.010 0.43
C 4.348 -3.609 -1.868 -0.18
C 5.460 -4.428 -2.015 -0.54
C 5.893 -4.801 -3.280 -0.63
C 5.214 -4.358 -4.406 -0.44
C 4.098 -3.542 -4.280 -0.71
H 3.994 -3.303 -0.892 0.52
H 5.985 -4.775 -1.136 0.39
H 6.759 -5.439 -3.387 0.39
H 5.551 -4.648 -5.392 0.38
H 3.549 -3.189 -5.142 0.41
```

As for the HOMO energy: -10.54 eV. Its molecular weight is 705.70 u. The calculation puts the frontier orbital gap at 0.277 Eh. The charge is +1. For the total energy, the calculation gives -80461.2672 eV.

=====

2.
Molecular formula: C28H40N2O10
Method: DFT, ωB97M-V/def2-TZVPD

XYZ file:
```
80
Properties=species:S:1:pos:R:3:mulliken_charge:R:1
C 3.317 0.982 3.690 0.01
C 2.571 0.638 4.847 -0.47
C 2.734 -0.713 5.025 -0.68
N 3.549 -1.179 4.038 0.11
C 3.911 -0.158 3.210 -1.11
H 3.420 1.963 3.256 0.49
H 1.979 1.293 5.463 0.53
H 2.337 -1.355 5.791 0.40
H 3.830 -2.138 3.938 0.20
H 4.589 -0.243 2.380 0.38
C 0.522 -2.043 0.055 -0.09
C -0.659 -1.937 0.835 -0.81
C -0.313 -1.302 2.000 -1.00
N 1.032 -1.054 1.968 0.52
C 1.549 -1.509 0.785 -0.46
H 0.562 -2.507 -0.918 0.47
H -1.653 -2.195 0.509 0.50
H -0.918 -0.958 2.821 0.50
H 1.518 -0.514 2.666 0.37
H 2.588 -1.337 0.558 0.09
O 3.663 0.735 -3.195 -0.57
C 4.125 -0.217 -2.649 0.54
C 5.470 -0.367 -1.969 -0.51
C 5.260 -1.556 -1.037 0.30
C 4.207 -2.363 -1.793 -0.55
O 3.466 -1.397 -2.567 -0.36
H 6.198 -0.594 -2.757 0.27
H 5.845 0.542 -1.508 0.34
H 6.169 -2.125 -0.852 0.42
H 4.862 -1.224 -0.076 -0.47
H 4.637 -3.094 -2.479 0.33
H 3.498 -2.879 -1.149 0.33
O -4.368 -4.964 -5.131 -0.58
C -3.666 -4.167 -4.586 0.50
C -3.829 -2.671 -4.513 -0.68
C -2.836 -2.243 -3.416 0.28
C -1.829 -3.379 -3.469 -0.23
O -2.552 -4.535 -3.902 -0.39
H -3.547 -2.216 -5.466 0.29
H -4.862 -2.386 -4.340 0.32
H -2.391 -1.294 -3.702 0.08
H -3.325 -2.127 -2.452 0.02
H -1.039 -3.193 -4.202 0.25
H -1.348 -3.577 -2.513 0.15
O -2.201 4.006 1.049 -0.61
C -1.293 3.639 1.731 0.44
C -0.023 4.349 2.117 -0.56
C 0.468 3.598 3.345 -0.46
C -0.116 2.205 3.103 -0.03
O -1.319 2.423 2.345 -0.19
H 0.690 4.258 1.291 0.24
H -0.176 5.421 2.222 0.42
H 1.553 3.593 3.421 0.23
H 0.073 3.992 4.281 0.35
H 0.531 1.546 2.520 -0.15
H -0.384 1.670 4.014 0.37
O 0.627 3.959 -2.442 -0.64
C 0.204 2.871 -2.185 0.38
C -0.072 1.714 -3.129 -0.58
C -0.966 0.777 -2.302 -0.04
C -0.618 1.143 -0.870 1.30
O -0.171 2.529 -0.932 -0.27
H -0.578 2.104 -4.008 0.38
H 0.857 1.224 -3.418 0.19
H -2.025 0.869 -2.541 0.22
H -0.714 -0.268 -2.493 0.01
H -1.496 1.182 -0.233 -0.87
H 0.208 0.566 -0.463 -0.19
O -4.804 -0.007 -1.612 -0.59
C -4.472 0.274 -0.500 0.47
C -4.799 1.497 0.331 -0.33
C -4.569 0.975 1.750 -0.70
C -3.410 0.007 1.528 0.53
O -3.665 -0.552 0.223 -0.37
H -4.080 2.291 0.106 0.08
H -5.807 1.863 0.167 0.42
H -4.397 1.724 2.519 0.32
H -5.443 0.399 2.074 0.32
H -2.453 0.520 1.539 -0.58
H -3.433 -0.800 2.259 0.45
```

As for the HOMO energy: -8.78 eV. Its molecular weight is 564.63 u. The structure (SMILES) is c1cc[nH]c1.c1cc[nH]c1.O=C1CCCO1.O=C1CCCO1.O=C1CCCO1.O=C1CCCO1.O=C1CCCO1. The calculation puts the frontier orbital gap at 0.329 Eh. For the total energy, the calculation gives -53141.1726 eV.

=====

3.
Molecular formula: C28H40N2PdS4
Method: DFT, ωB97M-V/def2-TZVPD

XYZ file:
```
75
Properties=species:S:1:pos:R:3:mulliken_charge:R:1
Pd -0.180 -0.186 -0.176 0.61
C -2.246 0.026 -3.051 -0.82
C -0.919 0.487 -3.624 -0.96
S 0.553 -0.020 -2.653 0.22
C 0.882 -1.747 -3.186 -0.97
C 0.080 -2.835 -2.495 -0.85
S 0.205 -2.706 -0.666 0.18
C -1.339 -3.530 -0.110 -0.82
C -1.733 -3.073 1.282 -0.96
S -1.852 -1.255 1.491 0.23
C -3.521 -0.834 0.852 -0.95
C -3.647 -0.664 -0.652 -0.85
S -2.412 0.536 -1.294 0.18
H -2.369 -1.054 -3.128 0.39
H -3.052 0.514 -3.608 0.55
H -0.866 1.577 -3.642 0.45
H -0.785 0.129 -4.648 0.60
H 1.946 -1.893 -2.998 0.30
H 0.717 -1.785 -4.264 0.60
H 0.489 -3.809 -2.781 0.58
H -0.971 -2.818 -2.777 0.41
H -1.139 -4.605 -0.079 0.55
H -2.129 -3.342 -0.839 0.38
H -0.984 -3.380 2.014 0.46
H -2.690 -3.508 1.581 0.59
H -3.780 0.099 1.354 0.30
H -4.204 -1.611 1.201 0.60
H -4.638 -0.260 -0.880 0.59
H -3.538 -1.604 -1.189 0.40
C 3.625 -0.622 -1.133 -1.47
C 3.544 -1.496 0.070 1.98
C 4.424 -2.575 0.198 -1.03
C 4.451 -3.352 1.356 -0.83
C 3.650 -3.017 2.435 -0.90
C 2.779 -1.924 2.372 1.43
C 2.029 -1.510 3.575 -1.65
C 2.699 -1.181 1.155 -1.20
N 1.833 -0.089 1.098 1.12
C 2.184 1.099 1.437 0.54
C 3.563 1.489 1.816 -1.74
C 1.141 2.151 1.447 0.54
C 1.308 3.278 2.396 -1.73
N 0.152 2.024 0.637 1.12
C -0.834 3.003 0.498 -1.26
C -0.632 4.045 -0.455 1.52
C 0.621 4.151 -1.229 -1.71
C -1.618 5.030 -0.595 -0.89
C -2.748 5.024 0.205 -0.83
C -2.903 4.046 1.187 -1.04
C -1.964 3.019 1.342 1.98
C -2.104 2.070 2.480 -1.49
H 3.838 -1.208 -2.025 0.56
H 4.476 0.058 -1.032 0.42
H 2.725 -0.017 -1.273 -0.20
H 5.119 -2.782 -0.604 0.57
H 5.119 -4.199 1.411 0.51
H 3.698 -3.602 3.342 0.54
H 1.865 -2.354 4.242 0.56
H 1.088 -1.015 3.343 0.13
H 2.642 -0.816 4.160 0.33
H 4.274 0.688 1.622 0.41
H 3.622 1.747 2.876 0.49
H 3.876 2.383 1.273 0.45
H 1.542 2.911 3.397 0.45
H 0.413 3.896 2.445 0.41
H 2.146 3.915 2.105 0.48
H 1.111 3.192 -1.390 0.14
H 1.319 4.805 -0.693 0.33
H 0.453 4.661 -2.176 0.57
H -1.483 5.808 -1.332 0.54
H -3.501 5.788 0.093 0.51
H -3.740 4.097 1.867 0.57
H -3.148 1.821 2.652 0.57
H -1.778 2.560 3.402 0.42
H -1.507 1.164 2.352 -0.19
```

As for the HOMO energy (spin up / spin down): -19.16 / -19.16 eV. Its molecular weight is 639.33 u. The calculation puts the frontier orbital gap (spin up / spin down) at 0.140 / 0.141 Eh. The charge is +4. For the total energy, the calculation gives -79444.2284 eV.

=====

4.
Molecular formula: C28H40N4O6
Method: DFT, ωB97M-V/def2-TZVPD

XYZ file:
```
78
Properties=species:S:1:pos:R:3:nbo_charge:R:1
C -3.909 -2.571 2.356 -0.62
C -4.546 -2.702 0.975 -0.22
C -5.393 -3.971 0.898 -0.60
C -3.494 -2.729 -0.139 -0.38
C -2.659 -1.439 -0.230 -0.15
N -3.508 -0.298 -0.469 -0.63
C -3.610 0.716 0.420 0.91
O -3.198 0.656 1.558 -0.69
O -4.251 1.752 -0.143 -0.53
C -4.561 2.935 0.631 0.27
C -5.276 3.849 -0.365 -0.61
C -3.279 3.596 1.137 -0.65
C -5.488 2.576 1.792 -0.64
C -1.704 -1.562 -1.423 0.70
O -2.012 -1.060 -2.491 -0.66
N -0.582 -2.291 -1.269 -0.44
C -0.038 -2.819 -0.041 -0.20
C 1.225 -2.046 0.364 -0.43
C 2.256 -2.114 -0.761 -0.32
C 3.546 -1.324 -0.547 0.71
O 4.366 -1.217 -1.437 -0.64
N 3.722 -0.759 0.664 -0.62
C 4.853 0.084 0.952 -0.16
C 4.442 1.583 0.973 -0.40
C 3.602 1.881 -0.222 -0.11
C 4.027 2.164 -1.488 0.01
N 2.957 2.278 -2.328 -0.54
C 1.810 2.049 -1.625 0.20
C 0.482 2.029 -2.037 -0.25
C -0.478 1.751 -1.087 -0.22
C -0.132 1.505 0.245 -0.25
C 1.181 1.529 0.659 -0.21
C 2.177 1.796 -0.281 -0.11
C 5.431 -0.281 2.302 0.79
O 4.851 -0.918 3.141 -0.60
O 6.650 0.228 2.483 -0.68
C 1.619 -1.609 -2.062 -0.40
C 0.350 -2.392 -2.377 -0.22
H -4.668 -2.675 3.128 0.21
H -3.445 -1.596 2.475 0.23
H -3.159 -3.346 2.509 0.19
H -5.196 -1.837 0.812 0.20
H -4.776 -4.851 1.069 0.20
H -5.861 -4.065 -0.080 0.21
H -6.177 -3.952 1.651 0.21
H -3.996 -2.867 -1.099 0.21
H -2.825 -3.579 0.013 0.20
H -2.127 -1.243 0.704 0.24
H -3.717 -0.114 -1.442 0.43
H -4.616 4.080 -1.197 0.22
H -5.569 4.774 0.124 0.21
H -6.162 3.355 -0.754 0.21
H -2.595 3.772 0.309 0.22
H -2.789 2.958 1.866 0.24
H -3.519 4.547 1.605 0.21
H -5.778 3.479 2.322 0.21
H -6.382 2.082 1.417 0.21
H -4.981 1.908 2.482 0.24
H 0.219 -3.873 -0.211 0.19
H -0.771 -2.774 0.761 0.22
H 0.947 -1.006 0.546 0.23
H 1.615 -2.486 1.283 0.21
H 2.558 -3.159 -0.909 0.22
H 3.055 -0.879 1.408 0.42
H 5.591 -0.076 0.161 0.26
H 3.871 1.785 1.882 0.21
H 5.348 2.190 0.983 0.23
H 5.028 2.294 -1.852 0.21
H 3.011 2.454 -3.317 0.41
H 0.213 2.216 -3.065 0.22
H -1.517 1.718 -1.377 0.22
H -0.913 1.294 0.960 0.23
H 1.435 1.348 1.695 0.21
H 6.986 0.008 3.367 0.50
H 1.365 -0.554 -1.948 0.22
H 2.336 -1.704 -2.877 0.24
H 0.583 -3.450 -2.543 0.19
H -0.143 -1.989 -3.263 0.25
```

As for the HOMO energy: -7.93 eV. Its molecular weight is 528.65 u. The structure (SMILES) is CC(C)C[C@H](NC(=O)OC(C)(C)C)C(=O)N1CCC(C(=O)N[C@@H](Cc2c[nH]c3ccccc23)C(=O)O)CC1. The calculation puts the frontier orbital gap at 0.313 Eh. For the total energy, the calculation gives -47934.9346 eV.

=====

5.
Molecular formula: C28H41N2O10PS
Method: DFT, ωB97M-V/def2-TZVPD

XYZ file:
```
83
Properties=species:S:1:pos:R:3:mulliken_charge:R:1
C -2.933 -0.274 2.142 -0.70
C -2.236 0.640 1.335 -0.20
C -2.911 1.211 0.013 -0.62
C -3.809 0.098 -0.628 0.67
C -5.202 0.484 -0.911 -0.99
C -6.171 -0.489 -1.517 0.43
N -7.510 -0.247 -1.863 -0.66
S -7.944 -1.736 -2.477 0.14
N -6.602 -2.709 -2.332 -0.54
C -5.620 -1.881 -1.774 0.63
C -4.192 -2.294 -1.458 0.42
P -3.571 -4.070 -1.749 0.52
O -4.854 -5.045 -2.243 -0.48
O -3.107 -4.552 -0.178 -0.48
C -3.262 -1.286 -0.892 -0.14
O -1.957 -1.717 -0.607 -0.31
C -1.001 -1.208 -1.519 -0.11
O -0.550 -0.104 -1.298 -0.26
C -0.427 -1.954 -2.748 0.61
C 1.061 -1.901 -2.897 -0.31
C 1.788 -2.521 -4.009 -0.52
C 1.012 -3.271 -5.019 -0.37
C -0.460 -3.334 -4.897 -0.67
C -1.195 -2.666 -3.783 -0.10
H -4.052 -0.208 2.124 0.27
H -2.389 -1.022 2.771 0.23
H -1.204 0.915 1.674 0.41
H -3.590 2.066 0.328 0.43
H -2.152 1.657 -0.680 0.07
H -5.526 1.532 -0.660 0.27
H -4.712 -5.164 -3.205 0.34
H -3.798 -5.143 0.196 0.30
H 1.659 -1.333 -2.133 0.24
H 2.905 -2.393 -4.035 0.33
H 1.582 -3.742 -5.868 0.33
H -1.004 -3.905 -5.698 0.31
H -2.306 -2.706 -3.740 0.48
C 0.263 3.244 -3.175 -0.82
O 1.595 3.357 -2.703 -0.32
C 2.084 2.204 -2.038 0.36
C 3.386 1.673 -2.636 -0.50
O 3.352 1.228 -3.985 -0.46
C 3.062 2.175 -5.007 -0.26
C 4.041 3.333 -5.187 -0.49
O 4.076 4.205 -4.066 -0.28
C 5.367 4.417 -3.526 -0.84
H -0.418 3.724 -2.467 0.27
H 0.195 3.773 -4.129 0.27
H -0.038 2.207 -3.342 0.35
H 1.338 1.399 -2.020 -0.32
H 2.277 2.493 -0.997 0.37
H 3.674 0.800 -2.038 0.53
H 4.198 2.386 -2.493 0.07
H 2.037 2.531 -4.908 0.05
H 3.077 1.603 -5.940 0.43
H 3.702 3.932 -6.040 0.37
H 5.034 2.943 -5.430 0.35
H 6.050 3.589 -3.734 0.41
H 5.269 4.510 -2.441 0.24
H 5.782 5.350 -3.917 0.26
C 1.511 -1.226 3.572 -0.77
O 0.663 -0.783 4.616 -0.19
C 0.207 -1.813 5.478 -0.49
C 0.518 -1.547 6.950 -0.34
O 1.886 -1.453 7.322 -0.47
C 2.667 -0.392 6.783 -0.25
C 2.248 1.033 7.135 -0.47
O 0.980 1.384 6.600 -0.26
C 0.052 1.867 7.555 -0.85
H 0.923 -1.333 2.656 0.14
H 2.272 -0.460 3.408 0.24
H 2.024 -2.163 3.805 0.40
H 0.616 -2.791 5.192 0.39
H -0.882 -1.867 5.363 0.31
H 0.110 -2.393 7.515 0.44
H -0.034 -0.681 7.313 0.09
H 2.780 -0.519 5.707 0.02
H 3.670 -0.537 7.195 0.43
H 2.977 1.719 6.688 0.37
H 2.285 1.172 8.220 0.35
H 0.259 1.502 8.564 0.42
H -0.944 1.518 7.267 0.23
H 0.050 2.960 7.547 0.26
```

As for the HOMO energy: -8.40 eV. Its molecular weight is 628.68 u. The calculation puts the frontier orbital gap at 0.267 Eh. For the total energy, the calculation gives -73271.0725 eV.

=====

6.
Molecular formula: C28H41NO7P
Method: DFT, ωB97M-V/def2-TZVPD

XYZ file:
```
78
Properties=species:S:1:pos:R:3:mulliken_charge:R:1
C 3.271 -3.391 -2.589 -1.16
C 2.609 -3.845 -1.283 -0.68
C 1.169 -3.341 -1.119 0.77
C 0.098 -4.381 -1.502 -0.95
C -1.051 -3.835 -2.387 -0.62
C -2.465 -4.127 -1.858 -0.99
C -3.110 -3.070 -0.918 -1.42
C -2.232 -1.943 -0.479 0.16
C -2.215 -0.714 -1.138 0.31
P -3.312 -0.497 -2.662 0.27
C -2.168 -0.204 -4.063 -1.11
O -4.139 0.901 -2.515 -0.49
C -1.359 0.279 -0.622 0.45
C -1.386 1.622 -1.335 -0.25
O -2.223 2.411 -1.076 -0.49
O -0.451 1.817 -2.268 -0.48
C -0.549 0.069 0.493 0.59
C 0.401 1.105 1.065 0.03
O -0.157 2.402 1.135 -0.50
C 0.703 3.450 0.778 0.63
C 0.425 4.242 -0.335 -0.61
C 1.266 5.284 -0.721 0.42
C 0.944 6.093 -1.948 -1.58
C 2.392 5.529 0.031 -0.85
C 2.641 4.783 1.148 -1.00
C 1.827 3.746 1.548 0.43
C 2.251 3.047 2.829 0.32
C 1.056 2.807 3.791 -1.54
C 3.147 1.792 2.613 -1.24
C -0.628 -1.173 1.096 -0.39
C 0.183 -1.555 2.316 -0.31
O -0.616 -2.072 3.370 -0.34
C -1.111 -1.056 4.213 0.63
C -2.398 -0.412 3.764 -0.73
O -0.528 -0.801 5.203 -0.47
N -1.441 -2.117 0.597 1.35
O -1.441 -3.358 1.189 -0.38
H 4.359 -3.332 -2.478 0.39
H 2.912 -2.405 -2.879 0.31
H 3.091 -4.133 -3.366 0.27
H 2.669 -4.918 -1.120 0.43
H 3.175 -3.390 -0.467 0.36
H 1.017 -2.404 -1.656 0.19
H 1.054 -3.151 -0.051 -0.81
H -0.316 -4.881 -0.632 0.45
H 0.597 -5.168 -2.064 0.55
H -0.892 -2.789 -2.652 0.19
H -0.972 -4.394 -3.318 0.51
H -3.105 -4.243 -2.731 0.44
H -2.442 -5.102 -1.377 0.40
H -3.509 -3.562 -0.033 0.40
H -3.964 -2.667 -1.445 0.54
H -1.148 0.003 -3.765 0.32
H -2.552 0.587 -4.703 0.39
H -2.174 -1.129 -4.632 0.38
H -4.811 0.807 -1.828 0.33
H 0.185 1.092 -2.280 0.47
H 0.752 0.817 2.051 -0.87
H 1.287 1.150 0.427 0.45
H -0.447 4.087 -0.934 0.68
H 1.864 6.328 -2.519 0.39
H 0.182 5.593 -2.567 0.31
H 0.533 7.051 -1.615 0.34
H 3.044 6.322 -0.288 0.44
H 3.516 5.039 1.727 0.41
H 2.874 3.763 3.352 0.94
H 0.830 1.751 3.934 0.30
H 0.199 3.352 3.409 0.37
H 1.275 3.266 4.751 0.36
H 3.323 1.586 1.562 0.26
H 4.092 1.912 3.151 0.36
H 2.657 0.917 3.058 0.32
H 0.870 -2.345 2.017 0.29
H 0.803 -0.739 2.699 0.26
H -3.037 -0.320 4.639 0.39
H -2.159 0.563 3.341 0.15
H -2.895 -1.067 3.054 0.22
H -2.139 -3.334 1.864 0.34
```

As for the HOMO energy: -10.96 eV. Its molecular weight is 534.61 u. The structure (SMILES) is CCCCCCCc1c(P(C)O)c(C(=O)O)c(COc2cc(C)ccc2C(C)C)c(COC(C)=O)[n+]1O. The calculation puts the frontier orbital gap at 0.244 Eh. The charge is +1. For the total energy, the calculation gives -54803.9650 eV.

=====

What is the molecular weight in the fourth record? 528.65 u

=====

The lowest total energy belongs to which entry? C28H40F11N4O2S